# 1
The following is a quantum chemistry calculation of an isolated molecule of C5H9NO3 in a non-equilibrium geometry, from OMol25.

Each line ends with the Mulliken charge.
Positions of all 18 atoms, in Å:
O 0.251 1.485 1.118  -0.49
C -0.323 2.100 -0.062  -0.53
C -0.232 1.028 -1.069  -0.50
O 1.258 0.915 -1.373  -0.42
C 1.437 -0.589 -1.273  -0.37
C 1.051 -1.425 -0.354  -0.11
C 0.032 -1.492 0.846  0.05
N -1.089 -1.259 0.303  -0.26
O -1.972 -1.449 1.447  -0.50
H 0.566 2.445 1.633  0.32
H -1.296 2.546 0.274  0.32
H 0.192 2.946 -0.467  0.39
H -0.672 0.023 -0.667  0.50
H -0.704 1.375 -2.016  0.28
H 2.148 -0.916 -1.880  0.54
H 1.773 -2.355 -0.373  0.16
H 0.565 -1.457 1.907  0.30
H -3.035 -1.134 1.403  0.32

Summary:
- Total energy: -476.12396 Ha
- E_HOMO: -8.89 eV
- Kohn-Sham gap: 0.3504 hartree
- Largest force on an atom: 6.41 eV/Å
- SMILES string: OCCO/C=C\C=N\O
- LUMO energy: 0.65 eV
- ΔE to the lowest compared entry with this formula, charge and spin: 200.9 kcal per mole

# 2
The following is a quantum chemistry calculation of C21H33FMnO12V as an isolated structure in a non-equilibrium geometry, from OMol25.

Each line ends with the Löwdin spin population.
Positions of all 69 atoms, in Å:
O 3.832 0.037 -1.858  -0.32
V 4.252 -0.127 -0.341  1.38
Mn 2.923 0.514 2.610  4.76
F 4.462 -0.597 1.693  0.05
C 0.858 0.789 0.053  0.00
O 2.112 0.394 0.588  0.01
H 0.590 1.755 0.484  0.00
H 0.886 0.787 -1.037  0.00
H 0.101 0.068 0.375  0.00
O 1.368 -0.767 3.238  0.04
C 0.246 -1.193 3.402  0.01
O -0.050 -2.500 3.464  0.00
C -1.442 -2.736 3.560  0.00
C -2.118 -1.374 3.100  0.00
C -1.037 -0.433 3.509  0.00
H -1.664 -2.976 4.599  0.00
H -1.756 -3.532 2.889  0.00
H -3.043 -1.320 3.677  0.00
H -2.524 -1.392 2.089  0.00
H -1.213 0.122 4.431  0.00
H -1.030 0.398 2.795  0.00
O 2.753 -2.104 -0.838  0.00
C 1.863 -2.917 -0.735  0.00
O 1.961 -3.950 0.111  0.00
C 0.707 -4.649 0.276  0.00
C -0.277 -3.827 -0.519  0.00
C 0.505 -2.916 -1.461  0.00
H 0.521 -4.659 1.346  0.00
H 0.802 -5.619 -0.210  0.00
H -0.823 -3.098 0.090  0.00
H -1.078 -4.408 -0.974  0.00
H 0.155 -1.888 -1.458  0.00
H 0.594 -3.399 -2.433  0.00
O -0.456 1.145 -3.044  0.00
C 0.356 0.825 -3.861  0.00
O 0.539 -0.466 -4.350  0.00
C 1.676 -0.477 -5.226  0.00
C 2.445 0.803 -5.023  0.00
C 1.296 1.721 -4.635  0.00
H 1.235 -0.700 -6.205  0.00
H 2.264 -1.395 -5.148  0.00
H 2.915 1.120 -5.949  0.00
H 3.065 0.589 -4.159  0.00
H 0.749 2.006 -5.535  0.00
H 1.575 2.519 -3.951  0.00
O -2.144 0.566 1.045  0.00
C -2.429 0.441 -0.129  0.00
O -3.349 1.215 -0.684  0.00
C -3.675 0.756 -2.012  0.00
C -3.245 -0.691 -2.041  0.00
C -2.028 -0.655 -1.093  0.00
H -3.140 1.377 -2.729  0.00
H -4.748 0.886 -2.142  0.00
H -3.075 -0.905 -3.097  0.00
H -4.033 -1.345 -1.671  0.00
H -1.046 -0.392 -1.488  0.00
H -1.792 -1.583 -0.569  0.00
O 1.548 1.872 3.449  0.04
C 0.851 2.873 3.217  0.01
O -0.426 2.854 3.032  0.01
C -0.935 4.158 2.795  0.00
C 0.118 5.086 3.331  0.00
C 1.424 4.320 3.081  0.00
H -1.878 4.286 3.320  0.00
H -1.037 4.356 1.727  0.00
H -0.040 5.172 4.409  0.00
H 0.150 6.080 2.893  0.00
H 2.141 4.522 3.870  0.00
H 1.692 4.575 2.055  0.00

Summary:
- Total energy: -3917.24141 Ha
- Charge: +2
- E_HOMO (spin up / spin down): -14.81 / -14.81 eV
- ⟨S²⟩: 12.093
- Kohn-Sham gap (spin up / spin down): 0.2119 / 0.2415 hartree
- Largest force on an atom: 5.61 eV/Å
- LUMO energy (spin up / spin down): -9.05 / -8.24 eV
- Spin multiplicity: 7

# 3
The following is a quantum chemistry calculation of a 2-piece molecular cluster, C2H2FNO2 overall in a non-equilibrium geometry, from OMol25.

Each line ends with the Mulliken charge.
Positions of all 8 atoms, in Å:
C 1.008 -0.865 0.681  -0.92
C 1.469 -0.956 -0.553  0.83
O 1.946 -0.918 -1.614  -0.34
H 1.527 -0.477 1.533  0.27
H -0.120 -0.950 0.872  0.18
O -1.959 1.447 0.742  -0.19
N -1.599 1.051 -0.261  0.42
F -2.273 1.668 -1.399  -0.24

Summary:
- Total energy: -382.36731 Ha
- E_HOMO: -9.45 eV
- Kohn-Sham gap: 0.3159 hartree
- Largest force on an atom: 2.64 eV/Å
- SMILES string: C=C=O.O=NF
- LUMO energy: -0.85 eV
- ΔE to the lowest compared entry with this formula, charge and spin: 102.4 kcal per mole

# 4
The following is a quantum chemistry calculation of an isolated ion of composition C2H5N2S3 and charge +1 in a non-equilibrium geometry, from OMol25.

Each line ends with the Mulliken charge.
Positions of all 12 atoms, in Å:
S -0.715 0.135 -2.131  -0.15
C -0.816 0.471 -0.303  -0.24
S -1.768 -0.741 0.956  0.07
N -0.192 -1.459 1.265  -0.16
C 0.792 -0.694 0.890  0.02
N 0.530 0.347 0.112  -0.10
S 1.762 1.634 0.220  0.02
H -1.931 0.279 -2.404  0.16
H -1.152 1.483 -0.213  0.47
H 0.001 -2.462 1.423  0.32
H 1.861 -0.843 1.210  0.41
H 1.628 1.850 -1.026  0.18

Summary:
- Total energy: -1382.95466 Ha
- Charge: +1
- E_HOMO: -13.57 eV
- Kohn-Sham gap: 0.3246 hartree
- Largest force on an atom: 3.23 eV/Å
- SMILES string: S[C@H]1S[NH+]=CN1S
- LUMO energy: -4.74 eV
- ΔE to the lowest compared entry with this formula, charge and spin: 33.7 kcal per mole